The following is a DFT calculation (ωB97M-V/def2-TZVPD) of 2 unconnected molecules or ions with the total composition C10H14N3.

Bonds (Å) are listed after each position.
Geometry (Å):
1 C -2.25 1.28 2.84  C2 1.392, C3 1.450, H14 1.031
2 C -3.13 0.53 2.07  C1 1.392, C4 1.399, H15 1.069
3 C -0.83 1.28 2.57  C1 1.450, C5 1.358, H16 1.049
4 C -2.56 -0.39 1.18  C2 1.399, C6 1.454, H17 1.098
5 C -0.32 0.50 1.59  C3 1.358, C6 1.359, H18 1.131
6 C -1.11 -0.45 1.03  C4 1.454, C5 1.359, C8 1.472
7 C 1.63 1.16 -1.77  N11 1.171, N12 1.277
8 C -0.47 -1.45 0.16  C6 1.472, C9 1.329, H19 1.052
9 C 0.61 -2.16 0.49  C8 1.329, C10 1.450, H20 1.129
10 C 1.20 -2.92 -0.60  C9 1.450, H21 1.035, H22 1.137, H23 1.103
11 N 1.27 0.20 -1.19  C7 1.171, H24 1.162
12 N 1.96 2.19 -2.44  C7 1.277, N13 1.460, H25 1.026
13 N 2.01 1.98 -3.89  N12 1.460, H26 1.016, H27 1.011
14 H -2.61 1.89 3.59  C1 1.031
15 H -4.19 0.49 2.22  C2 1.069
16 H -0.31 2.02 3.11  C3 1.049
17 H -3.32 -0.94 0.63  C4 1.098
18 H 0.75 0.45 1.22  C5 1.131
19 H -1.08 -1.71 -0.65  C8 1.052
20 H 1.12 -1.96 1.47  C9 1.129
21 H 1.46 -3.88 -0.32  C10 1.035
22 H 2.17 -2.35 -0.79  C10 1.137
23 H 0.66 -2.85 -1.56  C10 1.103
24 H 0.67 -0.54 -0.54  N11 1.162
25 H 2.03 3.09 -1.94  N12 1.026
26 H 1.68 2.74 -4.47  N13 1.016
27 H 2.99 1.79 -4.03  N13 1.011

**<S²>**: 2.05
**HOMO level (spin up / spin down)**: -0.2961 / -0.4650 Ha
**Calculated total energy**: -553.19724 hartree
**2S+1**: 3
**Kohn-Sham gap (spin up / spin down)**: 4.801 / 7.046 eV
**Net charge**: +1
**LUMO energy (spin up / spin down)**: -3.3 / -5.6 eV